# 1
28
Properties=species:S:1:pos:R:3:lowdin_charge:R:1 method="wB97M-V/def2-TZVPD" s_squared=3.754 e_lumo_ev="-13.32 / -13.23" energy_ev=-60126.3461 spin_multiplicity=4 total_charge=+3
Er -1.88 -0.45 0.09 1.14
C 0.43 -1.04 0.74 -0.20
O 1.27 -1.70 1.21 0.24
C -1.73 -2.72 1.07 0.00
O -1.13 -3.61 1.49 0.24
C -0.45 -1.95 -1.33 -0.01
O 0.44 -2.55 -1.75 0.23
C -1.09 -0.54 2.53 0.00
O -0.36 -0.48 3.42 0.23
C -4.13 0.31 -0.44 -0.14
H -4.30 1.20 0.18 0.11
H -4.06 0.52 -1.51 0.11
C -4.54 -0.95 0.01 -0.02
H -4.81 -1.74 -0.69 0.11
H -5.05 -1.06 0.98 0.11
C 2.50 2.24 1.16 0.03
N 2.45 1.56 -0.15 -0.08
C 3.55 0.93 -0.73 0.02
C 3.13 0.33 -1.87 0.01
N 1.76 0.55 -1.96 0.09
C 1.32 1.27 -0.88 -0.71
S -0.31 1.70 -0.53 0.69
H 1.96 3.20 1.15 0.11
H 2.09 1.57 1.93 0.10
H 3.54 2.45 1.43 0.12
H 4.52 1.02 -0.27 0.16
H 3.73 -0.17 -2.60 0.15
H 1.15 0.14 -2.67 0.17

---

# 2
22
Properties=species:S:1:pos:R:3:lowdin_charge:R:1 method="wB97M-V/def2-TZVPD" e_lumo_ev=-2.15 energy_ev=-87252.1300 spin_multiplicity=1 total_charge=0
C 1.06 1.65 -0.70 -0.27
C 1.07 0.38 -1.48 -0.22
C 1.16 1.29 0.77 -0.21
C -0.10 -0.55 -1.01 -0.23
C -0.05 0.39 1.26 -0.15
C 0.07 -0.89 0.49 -0.40
N -0.97 -1.95 0.82 -0.31
P -2.03 -2.63 -0.26 1.00
Br -4.15 0.24 -0.21 -0.55
H 1.96 2.23 -1.01 0.12
H 0.17 2.36 -0.80 0.14
H 1.01 0.57 -2.63 0.15
H 2.06 0.02 -1.14 0.11
H 2.17 0.81 0.91 0.12
H 1.21 2.20 1.42 0.12
H -1.07 -0.05 -1.24 0.09
H 0.03 -1.24 -1.81 0.08
H 0.07 0.24 2.37 0.12
H -0.98 1.02 0.93 0.14
H 1.12 -1.28 0.66 0.16
H -1.02 -1.83 1.87 0.12
H -2.81 -2.98 0.80 -0.13

---

# 3
58
Properties=species:S:1:pos:R:3:lowdin_charge:R:1 method="wB97M-V/def2-TZVPD" s_squared=2.019 e_lumo_ev="4.49 / 4.46" energy_ev=-89565.2840 spin_multiplicity=3 total_charge=-2
Ti -0.16 -1.14 -0.73 0.95
N 1.24 0.24 -1.80 -0.06
C 1.21 -0.14 -3.21 -0.16
C 0.08 -1.10 -3.61 -0.55
O 0.04 -1.44 -4.80 -0.03
N -0.75 -1.45 -2.62 -0.08
C -2.07 -2.11 -2.77 -0.11
C -2.74 -2.15 -1.39 -0.57
O -3.89 -2.49 -1.21 0.02
O -1.96 -1.78 -0.35 -0.20
H 1.11 1.23 -1.62 0.08
H 2.14 -0.03 -1.38 0.07
H 2.14 -0.67 -3.48 0.10
H 1.13 0.73 -3.87 0.12
H -1.98 -3.13 -3.19 0.12
H -2.70 -1.51 -3.47 0.13
N 0.02 0.61 0.32 -0.42
S -1.33 1.17 1.09 1.06
C -0.56 1.81 2.54 -0.43
C 0.29 2.93 2.45 -0.10
C 0.73 3.50 3.63 -0.12
C 0.34 2.97 4.88 -0.14
C -0.43 1.79 4.95 -0.10
C -0.80 1.17 3.75 -0.10
C -1.90 2.71 0.31 -0.42
C -3.15 3.13 0.76 -0.14
C -3.86 4.08 0.02 -0.14
C -3.35 4.69 -1.13 -0.16
C -2.07 4.29 -1.54 -0.13
C -1.34 3.37 -0.79 -0.13
H 0.76 0.45 1.01 0.03
H 0.62 3.30 1.48 0.10
H 1.41 4.38 3.67 0.09
H 0.63 3.53 5.74 0.07
H -0.58 1.37 5.95 0.09
H -1.26 0.17 3.67 0.11
H -3.53 2.70 1.69 0.10
H -4.87 4.38 0.32 0.08
H -3.91 5.43 -1.68 0.07
H -1.58 4.72 -2.42 0.08
H -0.33 3.16 -1.09 0.07
C 3.05 -2.84 0.90 0.01
C 2.41 -3.15 -0.45 -0.37
O 1.21 -2.40 -0.70 -0.25
C 2.06 -4.67 -0.59 -0.44
F 1.51 -5.13 0.58 0.13
F 1.19 -4.81 -1.65 0.13
F 3.20 -5.44 -0.83 0.09
C 3.46 -2.70 -1.51 -0.41
F 3.03 -2.96 -2.77 0.15
F 4.68 -3.30 -1.28 0.11
F 3.61 -1.26 -1.39 0.03
H 2.31 -2.90 1.71 0.09
H 3.53 -1.83 0.88 0.10
H 3.86 -3.51 1.14 0.08
O -1.03 -3.65 1.87 -0.11
N -0.49 -2.70 2.35 -0.30
O -0.36 -1.63 1.65 -0.29

---

What did we get for energy relative to the best compared isomer or geometry (same formula, charge and spin)? Answer: 25.2; 42.7; 25.0 kcal per mole, in the order shown.